1.
C8H21ClNb | ωB97M-V with the def2-TZVPD basis set

Last column: Mulliken charge in e.
Atoms and positions in Å:
C  2.309140  -1.754762  0.478860  -1.266
C  2.019178  -0.886565  -0.800112  0.104
C  2.674241  0.521033  -0.736942  -0.718
C  1.905121  1.576584  0.123238  -0.807
C  0.342503  1.460645  0.086503  -0.464
C  -0.235661  0.950184  1.468440  -1.024
C  -1.036208  -0.389471  1.278440  -0.019
C  -2.525161  -0.025525  0.874519  -1.387
Nb  -3.021350  -0.471439  -1.331920  -0.572
Cl  -5.438525  -0.160548  -0.786378  -0.474
H  1.928000  -2.774062  0.267295  0.310
H  3.412521  -1.863336  0.525505  0.430
H  1.880765  -1.321184  1.394678  0.259
H  0.946837  -0.887619  -1.056645  -0.211
H  2.527286  -1.431261  -1.628442  0.380
H  3.667180  0.378409  -0.248885  0.270
H  2.914373  0.903643  -1.749312  0.351
H  2.261085  1.620700  1.172372  0.427
H  2.159885  2.573697  -0.302630  0.320
H  -0.057767  0.901303  -0.772220  0.403
H  -0.044330  2.497594  -0.017568  0.344
H  0.589670  0.826667  2.206256  0.448
H  -0.886936  1.735203  1.902784  0.491
H  -0.561660  -1.021765  0.507087  0.196
H  -1.062515  -0.893421  2.268865  0.270
H  -2.782738  1.021466  1.152835  0.292
H  -3.254839  -0.654833  1.440688  0.454
H  -3.161733  -2.274602  -1.082087  0.015
H  -3.392464  -0.710268  -3.119724  0.009
H  -2.794568  1.304738  -1.773098  0.023
H  -1.281331  -0.751206  -1.742401  0.150

Cartesian forces (eV/Å) of the 6 atoms listed first:
0.10 0.13 -1.40
0.88 -0.51 0.00
0.18 -0.31 0.86
-0.26 0.47 -1.05
0.16 1.15 1.38
0.21 -0.71 -0.83

Summary:
* total charge: -1
* gap between HOMO and LUMO: 7.24 eV
* F_max: 0.0753 Eh/bohr
* M: 245.62 g/mol
* lowest unoccupied orbital energy: 2.73 eV

2.
C19H19Cl3MnN4O6 | ωB97M-V with the def2-TZVPD basis set

Last column: Mulliken charge in e.
Atoms and positions in Å:
Mn  0.145517  0.046192  -0.112623  0.638
Cl  1.454375  -4.227217  -5.781067  -0.183
C  0.912154  -3.362275  -4.392030  0.027
C  -0.081978  -3.916060  -3.582109  -0.387
C  -0.531927  -3.242943  -2.468514  0.474
Cl  -1.750492  -3.941182  -1.469482  -0.178
C  -0.012257  -1.985765  -2.111283  -0.022
O  -0.507843  -1.389695  -1.044132  -0.689
C  1.001002  -1.443630  -2.935258  1.331
C  1.614901  -0.168110  -2.688336  -0.556
O  1.385529  0.596218  -1.741204  -0.417
C  1.447139  -2.142401  -4.073961  -1.251
H  -0.503327  -4.881716  -3.827158  0.482
H  2.355304  0.157022  -3.430328  0.429
H  2.220079  -1.709123  -4.696006  0.445
O  0.913744  0.475232  3.382961  -0.640
Cl  -0.007143  1.001850  2.456119  1.999
O  -0.704828  2.139241  2.903665  -0.591
O  0.758317  1.388929  1.182900  -0.640
O  -0.915619  -0.029578  1.947603  -0.599
N  1.187664  -5.667205  2.443305  -0.418
C  1.565043  -4.625424  2.145196  -0.286
C  2.026639  -3.319749  1.762435  -0.060
C  3.319934  -2.891406  2.047489  -0.060
C  3.708023  -1.626267  1.643880  -1.054
C  2.796947  -0.828318  0.981709  -0.333
N  1.554152  -1.247905  0.706101  0.439
C  1.167244  -2.467808  1.087706  -0.007
H  4.000936  -3.543270  2.577654  0.548
H  4.700989  -1.253332  1.846794  0.457
H  3.046833  0.177073  0.669816  0.496
H  0.156325  -2.766348  0.842326  0.577
C  -0.927870  2.699655  -0.885804  -0.605
C  -2.006437  3.612768  -1.524871  -0.811
N  -3.195973  2.848376  -1.870668  -0.119
C  -3.712849  2.183783  -0.682789  -0.850
C  -2.663138  1.207204  -0.087116  -0.770
N  -1.402248  1.277548  -0.890936  1.372
C  -1.742985  0.897933  -2.296931  -0.639
C  -2.840020  1.840089  -2.853908  -0.916
H  -0.737309  2.976704  0.147624  0.393
H  0.017897  2.740421  -1.426205  0.499
H  -1.624575  4.085881  -2.429459  0.262
H  -2.285181  4.405774  -0.831614  0.347
H  -4.625249  1.650202  -0.947714  0.273
H  -3.977030  2.942948  0.052953  0.360
H  -3.000260  0.170155  -0.099023  0.588
H  -2.430595  1.474786  0.937990  0.330
H  -2.076343  -0.136538  -2.287159  0.416
H  -0.831666  0.966128  -2.887297  0.241
H  -3.734095  1.271483  -3.109195  0.318
H  -2.493487  2.336280  -3.760397  0.339

Cartesian forces (eV/Å) of the 6 atoms listed first:
-0.42 0.05 -0.28
0.00 0.00 0.00
0.00 0.00 0.01
0.00 -0.01 -0.01
-0.02 -0.01 0.02
0.01 0.00 -0.01

Summary:
* total charge: +1
* gap between HOMO and LUMO (alpha / beta): 6.58 / 7.25 eV
* F_max: 0.0099 Eh/bohr
* M: 560.68 g/mol
* lowest unoccupied orbital energy (alpha / beta): -5.08 / -4.47 eV
* 2S+1: 5

3.
C5H7NO | ωB97M-V with the def2-TZVPD basis set

Last column: Mulliken charge in e.
Atoms and positions in Å:
C  -0.677228  0.123210  -1.791267  -1.087
C  -0.695243  -0.694015  -0.549742  -0.284
C  -0.656240  -0.211660  0.754936  -0.274
N  0.002796  1.061441  0.918769  -0.380
C  1.342305  0.618155  0.814464  -0.779
C  1.392412  -0.611151  1.402613  0.848
O  1.915674  -1.475404  2.032811  -0.411
H  -0.510929  1.183176  -1.586379  0.319
H  -1.656970  0.059750  -2.282981  0.334
H  0.079448  -0.240232  -2.489825  0.282
H  -1.005379  -1.730475  -0.664716  0.384
H  -1.381771  -0.500329  1.514677  0.477
H  -0.163493  1.408831  1.867619  0.306
H  2.014617  1.008702  0.059021  0.266

Cartesian forces (eV/Å) of the 6 atoms listed first:
0.84 0.28 -0.03
-1.99 -0.24 2.47
-2.08 0.80 -3.14
-1.57 -0.09 0.23
0.87 -0.95 1.26
5.18 0.41 0.70

Summary:
* gap between HOMO and LUMO (alpha / beta): 7.37 / 7.37 eV
* F_max: 0.1019 Eh/bohr
* M: 97.12 g/mol
* lowest unoccupied orbital energy (alpha / beta): -0.07 / -0.08 eV

4.
C48H84N12O8 | ωB97M-V with the def2-TZVPD basis set

Last column: Mulliken charge in e.
Atoms and positions in Å:
C  -3.029944  4.824476  6.147418  -1.321
C  -3.365434  4.638676  4.681308  0.613
O  -4.535824  4.971616  4.344468  -0.567
C  -2.362444  4.052436  3.774588  0.135
H  -2.356054  4.049826  6.513328  0.330
H  -3.944634  4.841056  6.740008  0.368
H  -2.387784  5.684526  6.337278  0.320
H  -1.998854  3.127106  4.221438  0.023
H  -1.443394  4.617396  3.618848  0.329
H  -2.854324  3.768616  2.844208  -0.439
C  2.666236  2.661586  3.631538  -1.146
C  1.620966  2.569746  2.599718  0.924
O  1.309946  1.495706  2.083398  -0.489
C  1.113496  3.845876  2.062368  -1.068
H  2.933566  3.685536  3.892608  0.412
H  3.564126  2.141176  3.298278  0.161
H  2.359716  2.227336  4.583158  0.318
H  1.944546  4.427326  1.663158  0.460
H  0.584026  4.364236  2.861778  0.354
H  0.389666  3.692086  1.262048  -0.009
C  3.322766  -4.086284  -0.072802  0.110
C  3.665346  -5.596844  -0.371262  0.455
O  4.544456  -5.934114  -1.173182  -0.697
N  3.122866  -6.486574  0.487478  -0.047
C  3.421586  -7.903614  0.402358  -1.091
H  2.740886  -3.618974  -0.867242  -0.135
H  4.270306  -3.565514  0.065278  -0.041
H  2.647276  -4.013944  0.779598  0.235
H  2.469236  -6.227524  1.212568  0.228
H  3.671646  -8.202004  -0.615752  0.382
H  2.623986  -8.578384  0.713188  0.312
H  4.265606  -8.124314  1.055838  0.313
C  5.196996  -2.608124  -3.270902  -1.258
C  3.889326  -1.802324  -3.426322  0.654
O  2.803576  -2.373834  -3.534792  -0.600
N  3.910016  -0.485774  -3.200952  0.798
C  5.036436  0.418516  -3.002492  -1.226
H  5.736436  -2.294924  -2.377022  0.290
H  5.747166  -2.427544  -4.194372  0.392
H  5.094586  -3.681674  -3.112442  0.315
H  2.973096  -0.108854  -3.215782  -0.386
H  5.625266  -0.008114  -2.190482  0.367
H  4.712806  1.425826  -2.740392  0.313
H  5.490486  0.462266  -3.992452  0.385
C  -0.250714  -4.181404  1.641498  -0.353
C  0.175846  -5.594604  2.032218  0.695
O  1.267556  -5.797254  2.461908  -0.784
N  -0.745154  -6.525704  1.922448  -0.162
C  -0.521274  -7.818514  2.509648  -0.814
H  -0.064294  -3.497884  2.469838  0.245
H  -1.310734  -4.128644  1.393168  0.398
H  0.189766  -3.752514  0.741418  -0.328
H  -1.628454  -6.356784  1.462718  0.242
H  0.529176  -8.085314  2.393608  0.218
H  -1.167014  -8.540214  2.009388  0.332
H  -0.768474  -7.882634  3.569308  0.297
C  8.074856  -1.823434  1.461208  -1.066
C  7.196516  -0.704084  1.083508  0.741
O  7.627876  0.419076  0.788428  -0.684
N  5.943266  -0.991054  1.213108  -0.147
C  4.803806  -0.061404  0.976918  -0.928
H  7.526896  -2.587024  2.013288  0.328
H  8.912386  -1.442014  2.045298  0.328
H  8.598246  -2.260064  0.610618  0.252
H  5.765196  -1.792634  1.801208  0.276
H  4.670876  0.310266  -0.039102  0.064
H  4.977776  0.716406  1.720448  0.398
H  3.851696  -0.498734  1.277488  0.415
C  0.957876  -0.599184  -0.456572  -0.475
C  -0.339524  0.177846  -0.834362  -0.497
O  -0.732324  0.085286  -1.999932  -0.342
N  -0.946354  0.895816  0.113788  1.355
C  -2.102464  1.748516  -0.116992  0.153
H  1.636506  0.171766  -0.091592  0.676
H  1.463546  -1.050874  -1.310022  -0.466
H  0.723406  -1.345424  0.302548  0.000
H  -0.354334  1.172286  0.883968  -0.300
H  -2.359064  2.269066  0.805658  -0.252
H  -2.892084  1.133936  -0.549312  -0.234
H  -1.705144  2.450596  -0.850012  0.188
C  -3.471754  -1.415424  -3.396802  -0.787
C  -3.705084  0.040586  -3.806252  0.687
O  -4.762154  0.387676  -4.304782  -0.723
N  -2.717334  0.913756  -3.551922  0.401
C  -2.752504  2.321286  -3.830782  -0.747
H  -2.586294  -1.711804  -3.959122  0.156
H  -4.298224  -2.071264  -3.670542  0.450
H  -3.279934  -1.585514  -2.337382  0.165
H  -1.951014  0.601216  -2.972972  0.361
H  -3.323854  2.511836  -4.739272  0.459
H  -1.745464  2.700966  -4.003402  0.147
H  -3.265524  2.885256  -3.051782  0.072
N  -5.618114  -0.714844  1.837348  0.184
C  -6.859254  -0.546834  1.340358  -0.221
C  -6.747824  -0.344344  -0.009692  -1.489
C  -5.389044  -0.393634  -0.301122  -0.259
C  -4.693214  -0.651594  0.875128  -1.152
H  -5.419354  -1.049784  2.769238  0.246
H  -7.709084  -0.687624  1.991788  0.452
H  -7.605054  -0.170654  -0.643242  0.453
H  -4.953044  -0.207844  -1.271572  1.040
H  -3.654214  -0.882004  1.058938  0.676
N  -2.282584  -0.600334  5.800368  0.038
C  -0.969674  -0.417904  5.999038  -0.752
C  -0.439184  0.063816  4.825418  -0.768
C  -1.521584  0.219126  3.914298  0.285
C  -2.648774  -0.195134  4.534128  -1.282
H  -2.872454  -1.137244  6.419938  0.224
H  -0.472974  -0.580844  6.944098  0.417
H  0.599216  0.265946  4.608028  0.453
H  -1.468644  0.559556  2.890728  0.964
H  -3.663614  -0.283024  4.175288  0.379
N  -0.076374  -2.559384  -3.487192  1.027
C  -0.667154  -3.226974  -2.441602  -0.288
C  -1.438294  -4.312314  -2.771612  -0.505
C  -1.221354  -4.311574  -4.191022  -0.810
C  -0.362394  -3.268534  -4.606782  -0.584
H  0.504206  -1.739224  -3.385382  -0.227
H  -0.463544  -2.886764  -1.437012  0.044
H  -1.986684  -4.978884  -2.122492  0.493
H  -1.784224  -4.974114  -4.831812  0.372
H  -0.073634  -2.935394  -5.592702  0.401
N  -1.554114  7.470036  -0.149882  0.012
C  -0.544584  7.911876  -0.987172  -0.404
C  0.149296  6.812876  -1.479012  -1.134
C  -0.490214  5.687386  -0.981882  0.486
C  -1.539224  6.098996  -0.195522  -0.997
H  -2.123144  8.065616  0.434578  0.219
H  -0.372424  8.970226  -1.116192  0.406
H  0.862896  6.813846  -2.289672  0.367
H  -0.261324  4.661156  -1.228592  0.474
H  -2.181624  5.462356  0.394748  0.595
N  2.270296  1.134066  -5.791982  0.167
C  3.296346  2.007726  -5.692952  -0.179
C  3.099066  2.862716  -4.586282  -1.004
C  1.971236  2.335786  -3.926192  0.387
C  1.453606  1.327706  -4.732912  -1.017
H  2.145166  0.502236  -6.569942  0.267
H  4.078066  1.954696  -6.436262  0.463
H  3.700046  3.733086  -4.367932  0.469
H  1.504176  2.695616  -3.021332  0.764
H  0.546566  0.756976  -4.598902  0.609
N  -5.549554  2.606526  0.149298  0.215
C  -5.098284  3.178456  1.285158  -0.544
C  -4.514924  4.407226  0.943378  -0.734
C  -4.607374  4.452026  -0.438612  -0.650
C  -5.272904  3.400756  -0.902252  -0.958
H  -6.041374  1.726676  0.085368  0.164
H  -5.249504  2.715106  2.248928  0.504
H  -4.028124  5.103706  1.609978  1.031
H  -4.293344  5.280526  -1.056162  0.493
H  -5.733054  3.136666  -1.842962  0.531

Cartesian forces (eV/Å) of the 6 atoms listed first:
0.74 -0.50 0.05
-3.71 1.86 0.83
3.47 -1.21 0.17
0.17 -1.05 -0.58
-0.24 -0.54 -0.05
0.20 0.23 -0.10

Summary:
* total charge: +1
* gap between HOMO and LUMO (alpha / beta): 6.22 / 1.95 eV
* F_max: 0.0931 Eh/bohr
* M: 957.28 g/mol
* lowest unoccupied orbital energy (alpha / beta): -3.33 / -7.59 eV
* 2S+1: 2

The records above yield E values of -834.41839; -3937.02748; -324.56265; -3138.06810 hartree, respectively.